[1]
C23H48FNO6S | ωB97M-V with the def2-TZVPD basis set

Highest occupied orbital energy, eV: -9.952
SMILES: CCCCCCCCCCCCCCCNS(=O)(=O)F.CCOC(C)=O.CCOC(C)=O

Each line ends with the Mulliken charge.
Atoms and positions in Å:
1 C 7.5191 -2.6148 2.6140  -1.242
2 C 7.3307 -1.2072 2.0476  -0.395
3 C 5.8657 -0.8718 1.7540  -0.506
4 C 5.7379 0.3532 0.8581  -0.954
5 C 4.2716 0.7577 0.5780  -0.470
6 C 3.8321 1.9530 1.4334  -1.003
7 C 2.3045 2.0374 1.6699  -0.250
8 C 1.9889 2.9565 2.8489  -0.964
9 C 0.5668 3.4932 2.8699  -0.898
10 C -0.5070 2.4121 2.9755  0.019
11 C -1.9248 3.0179 2.9288  -1.069
12 C -2.9656 2.2176 3.7088  -0.732
13 C -3.5852 1.0844 2.8678  -0.546
14 C -4.0019 -0.1355 3.6926  -0.736
15 C -2.8423 -1.0775 3.9622  -0.825
16 N -2.2732 -1.6740 2.7255  -0.148
17 S -3.0729 -3.0003 2.2004  1.049
18 O -2.6946 -4.1854 2.8886  -0.580
19 O -4.4440 -2.7157 1.9779  -0.554
20 F -2.3729 -3.0533 0.8099  -0.153
21 H 8.4826 -2.7178 3.1114  0.360
22 H 6.7351 -2.8606 3.3274  0.323
23 H 7.5116 -3.3360 1.7988  0.322
24 H 7.8717 -1.1407 1.1018  0.280
25 H 7.7408 -0.4468 2.7111  0.349
26 H 5.3575 -0.6539 2.6959  0.265
27 H 5.3849 -1.7238 1.2720  0.301
28 H 6.2511 0.1915 -0.0906  0.497
29 H 6.2361 1.1964 1.3406  0.308
30 H 3.5992 -0.0744 0.7791  0.385
31 H 4.2015 1.0524 -0.4667  0.301
32 H 4.1262 2.8798 0.9390  0.288
33 H 4.3127 1.9292 2.4144  0.467
34 H 1.9596 1.0204 1.8571  0.347
35 H 1.8448 2.4085 0.7541  0.237
36 H 2.6696 3.8109 2.7839  0.396
37 H 2.2399 2.4380 3.7756  0.312
38 H 0.4561 4.1503 3.7373  0.404
39 H 0.3709 4.0897 1.9784  0.346
40 H -0.3800 1.8333 3.8915  0.285
41 H -0.3828 1.7303 2.1312  0.095
42 H -1.8590 4.0170 3.3658  0.470
43 H -2.2206 3.1297 1.8873  0.383
44 H -3.7699 2.8933 4.0016  0.358
45 H -2.5404 1.8015 4.6230  0.404
46 H -4.4788 1.4755 2.3805  0.389
47 H -2.9066 0.7865 2.0692  0.288
48 H -4.8200 -0.6459 3.1916  0.366
49 H -4.3876 0.1856 4.6620  0.362
50 H -3.1198 -1.8273 4.7056  0.328
51 H -2.0287 -0.4943 4.3934  0.446
52 H -1.3268 -1.9933 2.9140  0.293
53 C -1.2665 -2.1272 -2.3236  -0.925
54 C -1.3616 -0.7397 -2.9231  -0.118
55 O -0.7589 0.2448 -2.0705  -0.445
56 C 0.5489 0.5483 -2.1222  0.776
57 C 1.4760 -0.3105 -2.9518  -0.988
58 O 0.9550 1.4696 -1.4681  -0.588
59 H -0.2303 -2.4526 -2.2234  0.274
60 H -1.7928 -2.8486 -2.9494  0.377
61 H -1.7094 -2.1357 -1.3300  0.196
62 H -0.9515 -0.6912 -3.9303  0.312
63 H -2.4048 -0.4405 -3.0006  0.219
64 H 1.8751 -1.1020 -2.3186  0.238
65 H 2.2993 0.3131 -3.2898  0.338
66 H 1.0078 -0.7545 -3.8270  0.344
67 C -5.7138 -1.3495 -5.5757  -0.978
68 C -4.8564 -0.1248 -5.8163  -0.438
69 O -3.4663 -0.3950 -5.6095  -0.372
70 C -2.6624 -0.8884 -6.5706  0.870
71 C -3.2670 -1.4150 -7.8502  -1.135
72 O -1.4841 -0.9480 -6.3533  -0.558
73 H -5.4857 -2.1460 -6.2842  0.270
74 H -6.7696 -1.0967 -5.6730  0.378
75 H -5.5396 -1.7388 -4.5728  0.282
76 H -5.0209 0.3074 -6.8039  0.370
77 H -5.0980 0.6483 -5.0891  0.350
78 H -3.4673 -2.4784 -7.7264  0.278
79 H -2.5362 -1.2888 -8.6444  0.331
80 H -4.1828 -0.9127 -8.1513  0.345

=====

[2]
C23H48GeN3O4Sc | ωB97M-V with the def2-TZVPD basis set

Highest occupied orbital energy (spin up / spin down), eV: -18.172 / -18.172
Expectation value of S²: 0.76
Energy above the lowest of the compared OMol25 structures with the same formula, charge and spin, kcal/mol: 17.1
Charge: +3
2S+1: 2

Each line ends with the Löwdin spin population.
Atoms and positions in Å:
1 Sc -0.0731 -0.0147 -0.2562  0.007
2 C -3.4733 0.6527 1.4982  0.002
3 C -2.4101 -0.1816 2.2126  0.006
4 C -2.2473 0.3243 3.6441  0.047
5 C -2.7653 -1.6633 2.2283  0.000
6 O -1.1407 0.0012 1.5116  0.089
7 Ge 0.4474 0.6039 2.5523  0.363
8 O 1.4085 -0.7391 1.6439  0.143
9 C 2.2281 -1.6624 2.4018  0.010
10 C 3.6970 -1.5060 2.0120  0.002
11 C 1.7127 -3.0865 2.1753  0.003
12 C 2.0934 -1.3260 3.8944  0.047
13 O 0.7605 1.7823 1.0616  0.131
14 C 1.2688 3.1083 1.3788  0.009
15 C 2.3463 3.4903 0.3536  0.008
16 C 1.9168 3.0444 2.7622  0.048
17 C 0.1471 4.1397 1.3778  0.000
18 H -4.4485 0.4694 1.9453  0.000
19 H -3.2512 1.7167 1.5952  0.000
20 H -3.5206 0.3848 0.4421  0.000
21 H -3.1781 0.2119 4.1964  0.003
22 H -1.4809 -0.2603 4.1731  0.015
23 H -1.9800 1.3881 3.6528  0.008
24 H -3.7454 -1.8007 2.6812  0.000
25 H -2.7965 -2.0654 1.2176  0.000
26 H -2.0384 -2.2296 2.8142  0.000
27 H 3.8320 -1.5515 0.9340  0.000
28 H 4.0973 -0.5563 2.3704  0.000
29 H 4.2788 -2.3087 2.4625  0.000
30 H 1.9692 -3.4481 1.1782  0.000
31 H 2.1646 -3.7641 2.8968  0.000
32 H 0.6294 -3.1152 2.3117  0.000
33 H 2.3920 -0.2818 4.0636  0.013
34 H 1.0609 -1.4845 4.2329  0.007
35 H 2.7462 -1.9550 4.4951  0.002
36 H 3.1368 2.7368 0.3241  0.000
37 H 1.9048 3.6393 -0.6348  0.000
38 H 2.7986 4.4353 0.6478  0.000
39 H 2.6832 2.2619 2.7916  0.001
40 H 2.3859 3.9889 3.0276  0.002
41 H 1.1426 2.8401 3.5209  0.024
42 H -0.1999 4.3447 0.3676  0.000
43 H -0.6909 3.7904 1.9877  0.000
44 H 0.5063 5.0760 1.8022  0.000
45 O -1.9196 -1.4017 -1.1682  0.002
46 C -2.9364 -0.9864 -2.1312  0.000
47 C -2.3699 -0.9030 -3.5387  0.000
48 C -1.0915 -0.0451 -3.6159  0.000
49 C -1.3470 1.3084 -3.0182  0.000
50 C -1.7701 2.3591 -3.8189  0.000
51 C -2.1360 3.5641 -3.2396  0.000
52 C -2.1122 3.6697 -1.8547  0.000
53 C -1.6712 2.5907 -1.1215  0.000
54 N -1.2533 1.4367 -1.6774  0.000
55 H -2.0352 -2.3521 -1.0613  0.000
56 H -3.2988 -0.0146 -1.8073  0.000
57 H -3.7697 -1.6862 -2.0987  0.000
58 H -3.1443 -0.4668 -4.1727  0.000
59 H -2.1569 -1.8979 -3.9351  0.000
60 H -0.8007 0.0580 -4.6597  0.000
61 H -0.2798 -0.5443 -3.0784  0.000
62 H -1.8253 2.2236 -4.8908  0.000
63 H -2.4411 4.3999 -3.8556  0.000
64 H -2.4333 4.5744 -1.3574  0.000
65 H -1.6570 2.6270 -0.0410  0.000
66 N 0.8220 -2.1089 -1.1707  0.002
67 C 2.2435 -2.3732 -1.5647  0.000
68 C 2.8754 -1.2674 -2.3952  0.000
69 C 2.9962 0.0583 -1.6600  0.000
70 N 1.6830 0.7722 -1.6111  0.004
71 H 0.5957 -2.8356 -0.4926  0.000
72 H 0.2553 -2.3414 -1.9828  0.000
73 H 2.2963 -3.3077 -2.1239  0.000
74 H 2.8202 -2.4989 -0.6516  0.000
75 H 2.3371 -1.1271 -3.3386  0.000
76 H 3.8789 -1.6041 -2.6582  0.000
77 H 3.7291 0.6902 -2.1624  0.000
78 H 3.3327 -0.1018 -0.6353  0.000
79 H 1.4283 0.9535 -2.5800  0.000
80 H 1.8801 1.6930 -1.2263  0.000